(1)
A cluster of 3 separate species, C25H29IO7 in total at a distorted geometry. Source: OMol25; level of theory: wB97M-V/def2-TZVPD.

Geometry as XYZ:
```
62
Properties=species:S:1:pos:R:3:mulliken_charge:R:1
O 2.807 -4.342 1.095 -0.527
C 2.626 -3.408 0.270 0.139
C 3.838 -2.567 -0.386 0.210
C 5.195 -3.188 -0.804 -0.544
C 6.233 -2.232 -1.467 -0.531
C 5.980 -0.731 -1.733 0.656
O 6.923 0.141 -2.367 -0.507
C 4.623 -0.087 -1.291 -0.389
C 3.588 -1.031 -0.643 0.112
C 2.138 -0.469 -0.197 0.251
O 2.086 0.651 0.368 -0.492
C 0.912 -1.435 -0.493 0.541
C -0.437 -0.881 -1.018 0.340
C -0.773 0.649 -1.318 -0.621
C -0.813 1.602 -0.025 -0.487
C 0.089 2.928 -0.347 -0.829
I -1.065 4.773 -0.383 -0.064
C -1.552 -1.956 -1.311 -0.978
C -1.298 -3.488 -1.089 -0.329
C 0.063 -4.033 -0.552 -0.799
C 1.162 -2.974 -0.259 0.493
H 5.360 -4.300 -0.616 0.358
H 7.232 -2.686 -1.767 0.322
H 6.527 1.048 -2.362 0.324
H 4.395 1.020 -1.435 0.239
H -0.065 0.994 -2.148 0.358
H -1.834 0.663 -1.778 0.326
H -0.470 1.080 0.941 0.247
H -1.865 2.015 0.215 0.472
H 0.654 2.849 -1.334 0.422
H 0.891 3.021 0.479 0.352
H -2.557 -1.581 -1.696 0.269
H -2.096 -4.274 -1.333 0.330
H 0.217 -5.164 -0.426 0.331
O 1.728 5.503 2.152 -0.526
C 1.651 6.696 2.346 0.698
O 1.839 7.190 3.586 -0.366
C 1.929 8.587 3.895 -0.418
C 0.552 9.201 4.050 -0.921
C 1.262 7.631 1.238 -0.859
H 2.546 9.111 3.160 0.365
H 2.461 8.656 4.848 0.295
H -0.025 9.136 3.125 0.263
H 0.630 10.253 4.335 0.342
H -0.018 8.669 4.816 0.297
H 0.177 7.608 1.115 0.179
H 1.736 7.287 0.316 0.280
H 1.589 8.657 1.386 0.360
O -4.262 -5.950 -3.431 -0.561
C -4.941 -6.064 -2.437 0.780
O -4.808 -5.183 -1.426 -0.366
C -5.668 -5.127 -0.278 -0.405
C -5.239 -6.130 0.774 -0.968
C -5.876 -7.229 -2.275 -0.987
H -6.715 -5.241 -0.569 0.353
H -5.568 -4.117 0.129 0.330
H -5.301 -7.155 0.404 0.271
H -5.866 -6.045 1.664 0.364
H -4.197 -5.960 1.059 0.299
H -5.305 -8.102 -1.952 0.264
H -6.338 -7.437 -3.241 0.299
H -6.691 -7.049 -1.577 0.342
```

Results
HOMO-LUMO gap in eV: 7.71
Highest occupied orbital energy in eV: -8.62
Structure (SMILES): O=C1c2ccc(O)cc2C(=O)c2c(CCCI)cccc21.CCOC(C)=O.CCOC(C)=O



(2)
A structure of composition C25H29N13SeTi at a distorted geometry. Source: OMol25; level of theory: wB97M-V/def2-TZVPD.

Geometry as XYZ:
```
69
Properties=species:S:1:pos:R:3:mulliken_charge:R:1
Ti -0.414 -0.153 -1.110 -0.581
N -0.896 -1.888 0.594 -0.299
C -1.733 -3.074 0.816 -0.894
C -3.206 -2.774 0.598 -0.433
N -3.525 -2.732 -0.825 -0.626
H 0.084 -2.076 0.794 0.206
H -1.162 -1.162 1.261 0.221
H -1.594 -3.457 1.834 0.445
H -1.425 -3.860 0.121 0.312
H -3.447 -1.844 1.132 0.256
H -3.794 -3.575 1.059 0.459
H -2.833 -2.177 -1.319 -0.039
H -4.411 -2.266 -0.980 0.345
N -3.502 0.923 -2.168 0.062
C -3.280 1.051 -0.813 -0.031
N -4.157 1.569 0.030 -0.625
N -3.554 1.454 1.237 -0.776
N -2.401 0.905 1.118 -0.368
N -2.175 0.637 -0.198 1.222
C -2.887 -0.046 -2.937 0.234
N -3.361 -0.449 -4.098 -0.654
N -2.482 -1.408 -4.491 -0.738
N -1.556 -1.561 -3.624 -0.531
N -1.771 -0.696 -2.587 1.070
H -4.402 1.227 -2.495 0.312
C 3.021 -4.478 -2.210 -0.456
C 1.679 -4.309 -1.884 -0.969
C 1.093 -3.057 -1.936 0.194
C 1.840 -1.928 -2.300 0.080
C 3.185 -2.105 -2.653 -0.442
C 3.758 -3.365 -2.602 -0.539
N 1.214 -0.689 -2.278 0.938
N 1.847 0.263 -2.963 -1.047
C 1.217 1.486 -2.852 -0.123
C 1.752 2.548 -3.603 -0.433
C 1.163 3.795 -3.551 -0.409
C 0.037 3.999 -2.751 -0.880
C -0.484 2.942 -2.011 0.119
C 0.074 1.664 -2.031 1.294
H 3.481 -5.458 -2.165 0.353
H 1.075 -5.166 -1.605 0.358
H 0.032 -2.947 -1.744 0.343
H 3.756 -1.236 -2.943 0.399
H 4.804 -3.479 -2.866 0.325
H 2.629 2.364 -4.214 0.401
H 1.573 4.614 -4.133 0.324
H -0.430 4.978 -2.707 0.367
H -1.357 3.132 -1.391 0.246
C 1.135 3.066 6.184 -1.494
C 1.208 2.324 4.875 0.887
C 0.903 2.946 3.672 -1.148
C 0.982 2.280 2.453 0.635
C 0.599 3.004 1.199 -0.826
C 1.400 0.936 2.414 0.129
Se 1.658 0.050 0.729 -0.292
C 1.679 0.289 3.629 0.967
C 2.068 -1.167 3.695 -1.855
C 1.582 0.990 4.828 -0.826
H 0.817 4.098 6.027 0.327
H 2.106 3.090 6.687 0.314
H 0.424 2.600 6.871 0.313
H 0.585 3.984 3.677 0.185
H 0.252 4.014 1.425 0.316
H -0.192 2.466 0.676 -0.336
H 1.433 3.054 0.494 0.335
H 2.400 -1.529 2.725 0.318
H 1.214 -1.779 4.003 0.276
H 2.865 -1.320 4.427 0.444
H 1.811 0.468 5.755 0.336
```

Results
Spin multiplicity: 3
Charge: -2
HOMO-LUMO gap (alpha / beta) in eV: 5.16 / 6.53
ΔE to the lowest compared entry with this formula, charge and spin in eV: 0.374
Highest occupied orbital energy (alpha / beta) in eV: -0.68 / -2.05



(3)
A structure of composition C25H29N2O3 at a distorted geometry. Source: OMol25; level of theory: wB97M-V/def2-TZVPD.

Geometry as XYZ:
```
59
Properties=species:S:1:pos:R:3:mulliken_charge:R:1
C -0.752 4.412 3.007 -1.327
C -1.131 2.974 2.801 -0.145
O -0.058 2.258 2.160 -0.391
C -0.406 0.946 1.982 -0.329
C 0.684 0.148 1.304 0.776
C 0.835 -1.117 1.898 -0.650
N 2.018 -1.804 1.901 0.327
C 1.845 -3.261 1.975 -0.238
C 3.174 -3.967 2.204 -0.699
O 4.155 -3.440 1.329 -0.377
C 4.447 -2.079 1.612 -0.792
C 3.240 -1.167 1.384 -0.057
O -1.502 0.499 2.343 -0.650
H -1.653 4.928 3.366 0.395
H 0.008 4.530 3.788 0.392
H -0.402 4.927 2.096 0.293
H -1.293 2.481 3.771 0.388
H -2.034 2.901 2.174 0.266
H 1.558 0.745 1.015 0.545
H -0.046 -1.674 2.270 0.388
H 1.151 -3.432 2.820 0.515
H 1.365 -3.656 1.038 0.080
H 3.444 -3.867 3.267 0.352
H 3.049 -5.016 1.913 0.364
H 4.787 -1.936 2.651 0.387
H 5.244 -1.812 0.907 0.349
H 3.159 -0.920 0.302 0.033
H 3.399 -0.222 1.929 0.377
C -2.235 4.264 -0.841 -0.709
N -1.876 2.886 -1.072 0.167
C -0.842 2.238 -0.472 -1.779
C -0.727 0.939 -0.979 1.117
C 0.344 0.079 -0.588 0.385
C 0.300 -1.301 -1.112 0.624
C -0.927 -2.019 -1.124 -0.896
C -0.962 -3.322 -1.669 -0.753
C 0.219 -3.909 -2.146 -0.507
C 1.435 -3.215 -2.085 -0.935
C 1.473 -1.923 -1.573 -0.175
C -1.779 0.797 -2.022 0.307
C -2.056 -0.024 -3.119 0.068
C -3.091 0.316 -4.003 -0.950
C -3.773 1.527 -3.892 -0.638
C -3.446 2.445 -2.894 -1.070
C -2.490 2.024 -1.982 0.199
H -3.119 4.478 -1.445 0.254
H -2.468 4.418 0.225 0.240
H -1.429 4.957 -1.140 0.293
H -0.169 2.743 0.209 0.912
H 1.406 0.590 -0.760 0.531
H -1.843 -1.548 -0.773 0.598
H -1.931 -3.833 -1.767 0.459
H 0.187 -4.913 -2.588 0.435
H 2.359 -3.644 -2.496 0.433
H 2.399 -1.326 -1.601 0.400
H -1.445 -0.924 -3.269 0.421
H -3.330 -0.390 -4.811 0.388
H -4.568 1.775 -4.606 0.381
H -3.902 3.438 -2.812 0.227
```

Results
Charge: +1
HOMO-LUMO gap in eV: 6.17
ΔE to the lowest compared entry with this formula, charge and spin in eV: 2.476
Highest occupied orbital energy in eV: -10.48



(4)
A structure of composition C25H29N2PdS2Te at a distorted geometry. Source: OMol25; level of theory: wB97M-V/def2-TZVPD.

Geometry as XYZ:
```
60
Properties=species:S:1:pos:R:3:mulliken_charge:R:1
Pd -9.904 -11.464 -0.600 0.273
C -13.066 -8.004 -0.600 -1.128
N -13.391 -9.370 -0.572 0.329
C -13.180 -9.995 0.711 -0.271
C -13.391 -11.505 0.778 -1.045
N -13.350 -12.060 2.140 0.384
C -14.730 -12.133 2.749 -1.157
C -12.276 -12.821 2.615 0.146
C -12.551 -13.957 3.358 -0.427
C -11.496 -14.686 3.868 -0.747
C -10.153 -14.414 3.617 -0.735
C -9.826 -13.262 2.872 -0.646
C -10.872 -12.456 2.377 1.147
S -10.248 -11.008 1.638 -0.510
C -13.503 -10.113 -1.773 -0.896
C -14.734 -10.634 -2.152 -0.119
C -14.780 -11.486 -3.306 -0.632
C -13.649 -11.624 -4.162 -0.586
C -12.525 -10.908 -3.847 -0.653
C -12.350 -10.346 -2.584 1.194
S -10.769 -9.905 -2.114 -0.259
H -13.219 -7.575 -1.558 0.374
H -11.989 -7.815 -0.349 0.355
H -13.746 -7.531 0.133 0.341
H -13.842 -9.481 1.448 0.311
H -12.164 -9.852 1.084 0.160
H -12.700 -11.971 0.068 0.259
H -14.413 -11.749 0.452 0.470
H -15.277 -13.016 2.401 0.410
H -15.345 -11.236 2.525 0.347
H -14.615 -12.178 3.860 0.395
H -13.586 -14.217 3.662 0.473
H -11.785 -15.545 4.467 0.427
H -9.410 -15.053 4.012 0.497
H -8.808 -12.964 2.736 0.484
H -15.681 -10.460 -1.610 0.497
H -15.700 -12.017 -3.487 0.427
H -13.799 -12.241 -5.062 0.444
H -11.687 -10.786 -4.563 0.385
C -10.305 -17.695 1.290 -1.376
C -9.840 -16.580 0.440 0.557
C -10.684 -15.925 -0.447 -0.621
C -10.183 -14.910 -1.265 1.529
C -10.975 -14.377 -2.405 -1.761
C -8.828 -14.473 -1.130 -0.470
Te -8.116 -12.730 -2.149 0.099
C -7.961 -15.190 -0.319 0.810
C -6.497 -14.940 -0.328 -1.693
C -8.492 -16.147 0.538 -0.968
H -10.821 -17.408 2.214 0.210
H -9.440 -18.353 1.592 0.366
H -10.955 -18.302 0.683 0.426
H -11.705 -16.099 -0.362 0.556
H -11.862 -15.036 -2.600 0.377
H -10.445 -14.333 -3.355 0.465
H -11.326 -13.371 -2.257 0.290
H -6.334 -13.858 -0.403 0.417
H -6.077 -15.404 -1.217 0.337
H -5.982 -15.392 0.591 0.336
H -7.792 -16.602 1.205 0.398
```

Results
Spin multiplicity: 5
Charge: +1
HOMO-LUMO gap (alpha / beta) in eV: 8.24 / 4.40
Highest occupied orbital energy (alpha / beta) in eV: -10.32 / -10.44